Record 1
Formula: C5H13IN
Source: the OMol25 dataset
Level of theory: wB97M-V/def2-TZVPD

Values from the calculation:
- SMILES string = CC[NH2+]C(C)(C)I
- frontier orbital gap (eV) = 9.72
- relative energy (zero: lowest compared OMol25 entry of this formula, charge and spin) (eV) = 1.2158
- largest force on an atom (eV/A) = 3.12
- charge = +1
- highest occupied orbital energy (eV) = -13.6

Cartesian coordinates (Å):
C -1.9177 -1.8419 -0.0910
C -1.1865 -0.5396 0.3187
N 0.2741 -0.7401 -0.0171
C 1.1741 0.4757 0.0693
C 0.9389 1.2298 -1.2592
C 0.8216 1.3741 1.1603
I 3.3132 -0.2187 0.0309
H -1.9145 -2.0721 -1.1946
H -1.2557 -2.6865 0.3399
H -3.0026 -1.9879 0.2104
H -1.4300 -0.2812 1.4459
H -1.3963 0.3633 -0.2014
H 0.5245 -1.5036 0.5763
H 0.1865 -1.0714 -1.0233
H 1.3941 0.8787 -2.2106
H -0.2752 1.2575 -1.4243
H 1.2340 2.2844 -1.0367
H 0.9204 1.0525 2.2254
H -0.1054 1.9822 0.9903
H 1.7026 2.0449 1.0906

Results of the Löwdin charge analysis, in e, for atoms 1 through 5:
1. C -0.0652
2. C -0.1999
3. N 0.0000
4. C -0.8915
5. C -0.1266

Record 2
Formula: C27H25BBrFeN3O7S
Source: the OMol25 dataset
Level of theory: wB97M-V/def2-TZVPD

Values from the calculation:
- 2S+1 = 2
- frontier orbital gap (spin up / spin down) (eV) = 8.35 / 8.29
- ⟨S²⟩ = 1.249
- largest force on an atom (eV/A) = 0.92
- charge = -1
- highest occupied orbital energy (spin up / spin down) (eV) = -5.8 / -5.7

Cartesian coordinates (Å):
Fe -0.2712 0.8274 0.1317
C 4.8294 -4.2705 -1.0487
C 3.8020 -3.6779 -0.1238
C 3.9213 -2.3705 0.3319
C 2.9523 -1.8097 1.1469
C 1.8510 -2.5634 1.5170
C 1.7179 -3.8750 1.0842
C 2.6936 -4.4228 0.2691
S 0.5726 -1.8590 2.5237
O 1.0368 -1.8335 3.8945
O -0.6174 -2.6098 2.2270
N 0.4048 -0.3905 1.9292
C 0.7735 0.7688 2.5039
C 1.4673 1.0413 3.7036
C 1.6661 2.3543 4.0496
C 1.2013 3.4029 3.2440
C 0.5543 3.0740 2.0789
N 0.3530 1.8024 1.7220
H 5.5430 -3.5157 -1.3766
H 4.3539 -4.6907 -1.9362
H 5.3853 -5.0742 -0.5603
H 4.7592 -1.7664 0.0064
H 3.0338 -0.7743 1.4528
H 0.8327 -4.4363 1.3522
H 2.5722 -5.4354 -0.0994
H 1.7998 0.2216 4.3208
H 2.1924 2.5789 4.9699
H 1.3424 4.4379 3.5179
H 0.1721 3.8244 1.3984
Br -3.3039 -3.6887 -0.1495
C -1.6114 -3.5753 -0.9915
C -1.0923 -4.6903 -1.6236
N 0.0874 -4.6790 -2.2426
C 0.7731 -3.5396 -2.2251
C 0.3320 -2.3734 -1.6074
C -0.9022 -2.3878 -0.9755
C 1.2443 -1.1650 -1.6130
O 2.3788 -1.2803 -2.0468
O 0.7477 -0.0770 -1.1371
H -1.6486 -5.6207 -1.6307
H 1.7389 -3.5304 -2.7146
H -1.3119 -1.5189 -0.4765
O -0.1809 2.4843 -2.3743
B -0.5376 2.3920 -1.0068
O -1.4328 3.4542 -0.7204
C -1.6385 4.1207 -1.8923
C -2.4486 5.2071 -2.1311
C -2.4768 5.6928 -3.4394
C -1.7175 5.1032 -4.4430
C -0.8983 4.0035 -4.1844
C -0.8808 3.5306 -2.8910
H -3.0401 5.6487 -1.3407
H -3.1042 6.5423 -3.6767
H -1.7648 5.5028 -5.4478
H -0.3068 3.5322 -4.9572
C -4.2836 1.3416 0.3078
C -2.9396 1.3287 1.0198
C -3.0341 0.6969 2.4024
O -2.0315 0.6074 0.2275
H -5.0184 1.9302 0.8634
H -4.6577 0.3201 0.2070
H -4.1738 1.7683 -0.6901
H -2.6030 2.3693 1.1305
H -3.4248 -0.3199 2.3233
H -3.6873 1.2787 3.0592
H -2.0457 0.6327 2.8581

Results of the Löwdin charge analysis, in e, for atoms 1 through 5:
1. Fe 0.6983
2. C -0.0493
3. C -0.2752
4. C -0.0421
5. C -0.0509

Record 3
Formula: C5H16N6
Source: the OMol25 dataset
Level of theory: wB97M-V/def2-TZVPD

Values from the calculation:
- frontier orbital gap (eV) = 3.43
- relative energy (zero: lowest compared OMol25 entry of this formula, charge and spin) (eV) = 0.3571
- largest force on an atom (eV/A) = 4.27
- charge = +2
- highest occupied orbital energy (eV) = -12.7

Cartesian coordinates (Å):
C 1.8819 0.5734 -0.6499
C 2.7679 -0.0192 0.2643
C 1.2707 1.8055 -0.5007
C 1.4593 2.5761 0.7659
C 1.3092 -1.9866 0.5797
N 1.6366 -0.1128 -1.8077
N 3.9388 0.4860 0.7502
N 0.3364 2.3019 -1.3553
N -7.3293 -2.1478 0.1432
N 2.5081 -1.2014 0.8106
N -7.3915 -0.9285 0.4128
H 0.6133 2.3494 1.5102
H 1.2366 3.6609 0.7496
H 2.4529 2.2914 1.2538
H 0.4737 -1.2523 0.5878
H 1.3040 -2.6359 -0.3394
H 0.9052 -2.7614 1.3714
H 1.7361 -1.0770 -1.8631
H 0.9226 0.1907 -2.4473
H 4.2994 1.3684 0.4829
H 4.5314 -0.0783 1.4168
H -0.2599 3.0486 -1.0916
H 0.3321 2.1761 -2.3865
H -7.0891 -2.8854 0.8809
H -7.6565 -2.4579 -0.7688
H 3.1610 -1.6236 1.3290
H -7.2257 -0.7597 1.4852

Results of the Löwdin charge analysis, in e, for atoms 1 through 5:
1. C -0.2799
2. C -0.2521
3. C -0.3070
4. C -0.0327
5. C -0.0586

Record 4
Formula: C28H29N3O3
Source: the OMol25 dataset
Level of theory: wB97M-V/def2-TZVPD

Values from the calculation:
- SMILES string = CN(C)CCN(Cc1ccccc1)C(=O)[C@H](Cc1ccccc1)N1C(=O)c2ccccc2C1=O
- frontier orbital gap (eV) = 8.16
- relative energy (zero: lowest compared OMol25 entry of this formula, charge and spin) (eV) = 0.0000
- largest force on an atom (eV/A) = 0.72
- charge = 0
- highest occupied orbital energy (eV) = -8.6

Cartesian coordinates (Å):
C 4.6514 2.6980 -2.5527
N 4.8203 1.5038 -1.7479
C 5.9291 0.7087 -2.2364
C 3.6022 0.7154 -1.6812
C 2.5130 1.4250 -0.8669
N 1.4797 0.4882 -0.4564
C 1.6785 -0.1805 0.8071
C 1.0581 0.5331 1.9890
C 0.5913 1.8371 1.8997
C 0.0315 2.4565 3.0044
C -0.0649 1.7831 4.2090
C 0.4022 0.4834 4.3058
C 0.9590 -0.1375 3.2026
C 0.4467 0.2974 -1.3104
O 0.3833 0.8792 -2.3726
C -0.6269 -0.7208 -0.8875
C -1.6630 -0.8947 -2.0115
C -1.1314 -1.8066 -3.0816
C -0.6485 -1.3008 -4.2800
C -0.1443 -2.1534 -5.2469
C -0.1175 -3.5198 -5.0265
C -0.5951 -4.0319 -3.8318
C -1.0976 -3.1794 -2.8655
N -1.2742 -0.3395 0.3527
C -1.9180 0.8759 0.5644
O -1.9650 1.7865 -0.2186
C -2.5028 0.7744 1.9247
C -3.2478 1.6793 2.6504
C -3.6630 1.3004 3.9226
C -3.3409 0.0557 4.4413
C -2.5916 -0.8575 3.7075
C -2.1794 -0.4796 2.4469
C -1.3788 -1.2023 1.4344
O -0.8873 -2.3033 1.4805
H 3.8953 3.3373 -2.1040
H 5.5933 3.2440 -2.5744
H 4.3523 2.4695 -3.5869
H 6.0801 -0.1442 -1.5759
H 6.8321 1.3171 -2.2258
H 5.7692 0.3360 -3.2599
H 3.8479 -0.2268 -1.1814
H 3.2028 0.4734 -2.6807
H 2.9610 1.8789 0.0188
H 2.0322 2.1956 -1.4719
H 1.2966 -1.2048 0.7686
H 2.7595 -0.2532 0.9749
H 0.6503 2.3711 0.9637
H -0.3307 3.4700 2.9190
H -0.5035 2.2673 5.0686
H 0.3300 -0.0499 5.2420
H 1.3151 -1.1547 3.2774
H -0.1477 -1.6893 -0.6941
H -1.8953 0.0870 -2.4250
H -2.5696 -1.3250 -1.5775
H -0.6563 -0.2346 -4.4434
H 0.2291 -1.7496 -6.1768
H 0.2742 -4.1849 -5.7824
H -0.5772 -5.0974 -3.6533
H -1.4716 -3.5835 -1.9344
H -3.4952 2.6453 2.2393
H -4.2474 1.9872 4.5165
H -3.6786 -0.2096 5.4320
H -2.3378 -1.8282 4.1035

Results of the Löwdin charge analysis, in e, for atoms 1 through 5:
1. C -0.1025
2. N -0.2837
3. C -0.1146
4. C -0.1914
5. C -0.1389

Record 5
Formula: C5H13N2
Source: the OMol25 dataset
Level of theory: wB97M-V/def2-TZVPD

Values from the calculation:
- frontier orbital gap (eV) = 6.33
- relative energy (zero: lowest compared OMol25 entry of this formula, charge and spin) (eV) = 5.4556
- largest force on an atom (eV/A) = 4.98
- charge = +1
- highest occupied orbital energy (eV) = -13.9

Cartesian coordinates (Å):
C -0.5905 -1.0585 2.4076
C 0.0911 -0.2223 1.2744
C -0.5430 -0.6281 -0.0688
C 0.0611 -0.0616 -1.2245
C -0.5431 1.2306 -1.7436
N 0.4391 2.0378 -2.6055
N 1.5512 -0.5522 1.3757
H 0.1351 -1.1069 3.3356
H -1.5076 -0.5828 2.8844
H -0.8813 -2.0741 2.0739
H 0.0441 0.8818 1.5545
H -0.5918 -1.7511 0.0021
H -1.4990 -0.2534 -0.0027
H 0.3989 -0.8657 -1.8979
H -1.4336 1.0432 -2.3118
H 1.3880 1.6684 -2.3866
H 0.3234 1.7283 -3.5542
H 2.0372 0.1130 0.8014
H -0.7066 1.9366 -0.9452
H 1.8271 -1.4829 1.0315

Results of the Löwdin charge analysis, in e, for atoms 1 through 5:
1. C -0.0654
2. C -0.3854
3. C -0.1557
4. C 0.1701
5. C -0.1623